(1)
24
Properties=species:S:1:pos:R:3 method="wB97M-V/def2-TZVPD" homo_lumo_gap_ha=0.39945 total_charge=0 lumo_ev=-0.10 smiles=O.O.O.O.O.O.O.O e_homo_ev=-10.97
O 1.257 0.634 0.037
H 0.653 -0.049 0.418
H 1.948 0.700 0.693
O -1.086 -3.176 -1.935
H -1.535 -3.294 -1.021
H -0.183 -3.406 -1.934
O 0.056 1.833 -1.779
H -0.573 1.396 -2.310
H 0.001 1.401 -0.906
O -2.104 -1.516 3.780
H -1.265 -1.172 3.503
H -2.069 -2.534 3.704
O -3.947 0.869 -1.235
H -4.742 1.241 -0.692
H -3.151 1.004 -0.709
O 5.445 0.699 0.463
H 5.988 -0.140 0.394
H 5.366 1.084 -0.403
O 0.800 -2.769 -0.132
H 1.580 -3.278 -0.259
H 0.724 -2.305 -1.055
O -1.137 4.267 0.878
H -0.366 3.834 0.321
H -1.659 4.676 0.177

(2)
24
Properties=species:S:1:pos:R:3 method="wB97M-V/def2-TZVPD" homo_lumo_gap_ha=0.37980 total_charge=0 lumo_ev=-0.30 smiles=O.O.O.O.O.O.O.O e_homo_ev=-10.64
O -3.847 -7.142 -18.504
H -2.980 -6.828 -18.231
H -3.980 -6.755 -19.387
O -5.193 -7.185 -25.433
H -4.489 -6.712 -24.982
H -5.915 -6.550 -25.494
O -0.244 -6.336 -24.642
H -0.399 -7.189 -25.078
H -1.062 -5.842 -24.758
O -2.528 -7.621 -21.941
H -2.067 -8.464 -22.000
H -2.404 -7.221 -22.812
O -4.117 -5.600 -20.942
H -3.455 -6.207 -21.344
H -3.979 -4.751 -21.373
O -3.114 -9.835 -24.932
H -2.319 -9.754 -25.476
H -2.828 -10.327 -24.155
O -0.571 -10.334 -22.465
H 0.372 -10.480 -22.319
H -0.998 -10.702 -21.681
O 0.007 -9.296 -25.093
H 0.950 -9.423 -24.943
H -0.389 -9.346 -24.202

(3)
24
Properties=species:S:1:pos:R:3 method="wB97M-V/def2-TZVPD" homo_lumo_gap_ha=0.36650 total_charge=0 lumo_ev=-0.24 smiles=O.O.O.O.O.O.O.O e_homo_ev=-10.21
O -1.601 2.561 1.536
H -1.908 3.464 1.458
H -1.793 2.167 0.685
O 0.283 -0.013 0.180
H -0.231 0.443 -0.487
H 0.353 -0.911 -0.143
O -1.202 -2.501 -0.524
H -1.661 -2.026 0.169
H -1.605 -2.191 -1.335
O 0.077 -0.368 2.763
H 0.426 -0.542 1.890
H -0.732 0.119 2.606
O 1.611 2.936 1.596
H 0.884 2.383 1.310
H 1.218 3.543 2.224
O 1.242 -3.606 0.440
H 0.676 -3.210 -0.222
H 2.028 -3.867 -0.040
O 0.974 -2.054 -2.684
H 1.440 -1.245 -2.895
H 1.667 -2.698 -2.536
O -0.493 2.224 -1.934
H -0.402 3.093 -1.541
H -1.251 2.301 -2.513

(4)
24
Properties=species:S:1:pos:R:3 method="wB97M-V/def2-TZVPD" homo_lumo_gap_ha=0.41280 total_charge=0 lumo_ev=-0.16 smiles=O.O.O.O.O.O.O.O e_homo_ev=-11.40
O 1.230 -0.069 -0.939
H 0.877 -0.589 -0.180
H 0.621 -0.365 -1.596
O 3.232 1.996 0.885
H 3.005 1.781 0.026
H 2.550 1.456 1.301
O 2.940 2.235 3.877
H 2.744 1.746 3.146
H 2.197 2.852 4.028
O -0.248 -1.044 1.361
H -0.501 -0.771 2.250
H 0.636 -1.360 1.478
O -0.996 -2.261 -2.975
H -1.742 -2.783 -3.369
H -1.087 -1.340 -3.043
O -3.200 2.277 1.816
H -2.444 1.684 1.792
H -3.922 1.775 1.438
O -1.236 -4.078 1.270
H -1.772 -4.382 0.589
H -0.544 -4.744 1.267
O -0.469 2.053 -5.044
H -0.708 1.260 -4.599
H -1.161 2.672 -4.778

Verdict on stability: (2) comes out on top.

(1)
24
Properties=species:S:1:pos:R:3 method="wB97M-V/def2-TZVPD" homo_lumo_gap_ha=0.37358 total_charge=0 lumo_ev=-0.42 smiles=O.O.O.O.O.O.O.O e_homo_ev=-10.58
O -0.855 -0.613 0.483
H -1.256 0.261 0.380
H 0.149 -0.537 0.476
O 0.939 -4.086 -0.736
H 1.635 -3.715 -0.226
H 1.190 -4.198 -1.580
O -1.211 2.186 2.102
H -0.461 1.885 1.554
H -1.180 3.153 2.095
O -2.393 0.573 -1.056
H -2.642 0.001 -1.821
H -3.083 0.744 -0.512
O -4.152 -0.308 2.638
H -3.772 -0.281 1.766
H -4.983 -0.791 2.528
O 2.535 -0.696 2.251
H 2.356 -0.447 1.406
H 3.079 -1.504 2.130
O 2.875 1.967 -1.853
H 2.412 1.623 -1.087
H 3.617 2.584 -1.523
O 1.667 0.938 -3.475
H 2.494 0.694 -3.032
H 1.037 0.568 -2.907

(2)
24
Properties=species:S:1:pos:R:3 method="wB97M-V/def2-TZVPD" homo_lumo_gap_ha=0.43265 total_charge=0 lumo_ev=0.53 smiles=O.O.O.O.O.O.O.O e_homo_ev=-11.24
O 1.816 1.477 0.449
H 1.654 1.399 -0.515
H 2.056 0.586 0.741
O 0.721 0.850 -2.031
H -0.236 1.022 -1.756
H 0.794 1.191 -2.929
O 1.743 -1.121 1.145
H 2.378 -1.610 1.711
H 0.874 -1.093 1.628
O -0.649 1.787 1.393
H 0.301 1.759 1.060
H -0.771 2.558 1.976
O -0.767 -0.935 2.034
H -1.238 -1.234 1.206
H -0.871 0.050 1.994
O -1.732 1.260 -1.188
H -2.019 0.342 -1.016
H -1.495 1.551 -0.267
O -1.803 -1.448 -0.454
H -0.905 -1.732 -0.839
H -2.428 -2.198 -0.567
O 0.638 -1.813 -1.371
H 1.202 -1.689 -0.558
H 0.738 -0.958 -1.847

Verdict on stability: (2) comes out on top.

(1)
24
Properties=species:S:1:pos:R:3 method="wB97M-V/def2-TZVPD" homo_lumo_gap_ha=0.13854 total_charge=0 lumo_ev=-6.70 e_homo_ev=-10.47
O -0.147 -2.476 -0.047
H -0.273 -3.388 0.217
H 1.903 -0.866 0.998
O -0.813 2.466 -0.825
H -1.467 3.182 -0.757
H -0.473 1.047 -1.447
O 1.734 -1.278 -1.242
H 2.458 1.459 -0.304
H 1.191 -0.633 -1.730
O -2.450 -1.620 -0.896
H -1.568 -1.877 -0.512
H -2.996 -1.626 -0.102
O -0.315 0.095 -1.652
H 1.038 -1.916 -0.908
H -1.118 -0.384 -1.345
O 1.184 -1.082 1.620
H 0.639 -1.685 1.039
H 2.249 2.125 -0.566
O -0.757 -0.003 1.729
H 0.136 -0.367 1.838
H -0.509 0.955 1.639
O 0.016 2.444 1.405
H 0.745 3.068 1.424
H -0.406 2.360 0.422

(2)
24
Properties=species:S:1:pos:R:3 method="wB97M-V/def2-TZVPD" homo_lumo_gap_ha=0.40582 total_charge=0 lumo_ev=-0.08 smiles=O.O.O.O.O.O.O.O e_homo_ev=-11.12
O 1.525 3.014 -0.658
H 2.481 2.965 -0.623
H 1.229 2.418 0.030
O 1.607 1.625 3.830
H 2.173 1.795 4.583
H 2.070 0.953 3.329
O -4.280 0.720 -1.269
H -4.729 0.775 -2.112
H -3.373 0.511 -1.493
O 0.412 1.745 -4.016
H -0.344 2.322 -4.123
H 0.755 1.957 -3.148
O 3.249 -0.511 0.916
H 3.668 0.055 0.268
H 3.958 -1.064 1.245
O -0.577 -0.600 -0.242
H 0.306 -0.539 0.120
H -0.650 -1.504 -0.549
O -1.397 -4.260 -2.016
H -1.161 -4.999 -1.455
H -2.311 -4.420 -2.251
O -1.736 -1.286 3.365
H -1.670 -1.038 2.443
H -1.205 -0.637 3.827

(3)
24
Properties=species:S:1:pos:R:3 method="wB97M-V/def2-TZVPD" homo_lumo_gap_ha=0.38432 total_charge=0 lumo_ev=-0.34 smiles=O.O.O.O.O.O.O.O e_homo_ev=-10.80
O -0.880 1.284 -2.761
H -1.793 1.219 -2.372
H -1.009 2.079 -3.272
O 3.215 -0.267 2.278
H 3.448 0.282 3.034
H 2.333 -0.091 1.969
O -2.391 -0.075 1.400
H -3.216 0.362 1.156
H -2.198 -0.701 0.675
O 0.754 0.840 1.156
H -0.046 1.304 1.134
H 1.414 1.453 0.714
O -1.780 -2.210 -0.097
H -0.915 -1.928 -0.396
H -2.325 -2.046 -0.848
O 0.319 -0.623 -0.961
H 0.282 -0.018 -0.191
H 0.110 -0.117 -1.750
O 0.747 -2.705 1.494
H 0.215 -3.455 1.240
H 1.345 -2.556 0.794
O 0.756 2.944 -1.173
H 0.095 2.465 -1.652
H 1.531 2.568 -1.578

(4)
24
Properties=species:S:1:pos:R:3 method="wB97M-V/def2-TZVPD" homo_lumo_gap_ha=0.37732 total_charge=0 lumo_ev=-0.23 smiles=O.O.O.O.O.O.O.O e_homo_ev=-10.49
O 10.994 -14.794 -14.586
H 10.268 -15.360 -14.866
H 10.727 -13.974 -14.973
O 13.596 -13.033 -15.755
H 13.970 -12.838 -16.575
H 12.655 -12.990 -15.714
O 8.459 -14.272 -16.857
H 8.216 -13.753 -16.116
H 8.694 -15.053 -16.301
O 10.718 -12.223 -15.142
H 11.147 -11.567 -14.581
H 9.796 -11.948 -15.195
O 8.869 -16.735 -15.281
H 9.128 -17.218 -14.518
H 7.970 -17.091 -15.463
O 8.066 -13.539 -14.008
H 7.910 -14.411 -13.670
H 7.163 -13.236 -14.263
O 11.062 -12.888 -11.681
H 11.536 -13.286 -12.394
H 11.445 -13.123 -10.850
O 12.991 -14.661 -12.924
H 12.628 -15.205 -12.191
H 12.308 -14.812 -13.590

Verdict on stability: (3) comes out on top.

(1)
24
Properties=species:S:1:pos:R:3 method="wB97M-V/def2-TZVPD" homo_lumo_gap_ha=0.42454 total_charge=0 lumo_ev=0.40 smiles=O.O.O.O.O.O.O.O e_homo_ev=-11.16
O -2.856 1.532 -0.578
H -2.678 0.766 -0.074
H -2.667 1.243 -1.475
O -0.497 -0.975 -1.116
H 0.337 -0.433 -1.065
H -0.430 -1.668 -1.781
O 1.539 0.561 -0.998
H 1.756 0.473 -0.074
H 0.774 1.175 -1.008
O -1.191 -0.457 1.378
H -0.836 -1.029 0.646
H -1.209 -1.070 2.122
O -0.234 2.634 -0.622
H 0.076 2.939 0.226
H -1.202 2.584 -0.559
O -0.805 2.474 2.205
H -1.055 2.718 3.107
H -1.135 1.566 2.067
O 1.475 -2.560 1.076
H 0.985 -2.760 0.275
H 2.006 -3.351 1.210
O 2.438 -2.430 -1.522
H 2.557 -2.191 -2.442
H 2.852 -1.738 -0.998

(2)
24
Properties=species:S:1:pos:R:3 method="wB97M-V/def2-TZVPD" homo_lumo_gap_ha=0.29202 total_charge=0 lumo_ev=-0.66 e_homo_ev=-8.61
O -2.248 -1.150 0.668
H -1.814 -1.375 -0.155
H -2.643 -1.971 0.963
O -0.249 0.549 0.381
H 0.183 0.502 -0.472
H -0.035 -0.281 0.805
O 0.951 0.174 -1.260
H 1.800 0.566 -1.463
H 0.913 -0.612 -1.806
O -1.325 2.027 1.183
H -0.761 1.287 0.958
H -0.811 2.800 0.952
O 2.006 0.063 1.313
H 1.734 0.897 0.930
H 2.420 -0.409 0.590
O 1.685 1.904 0.500
H 1.286 2.576 -0.053
H 2.526 2.278 0.763
O -0.377 -2.631 -0.017
H -0.561 -2.014 0.691
H -0.634 -2.166 -0.814
O -1.219 -1.253 -1.280
H -1.385 -1.433 -2.205
H -1.442 -0.329 -1.171

Verdict on stability: (1) comes out on top.

(1)
9
Properties=species:S:1:pos:R:3 method="wB97M-V/def2-TZVPD" homo_lumo_gap_ha="0.28915 / 0.28904" total_charge=0 lumo_ev="-2.25 / -2.25" e_homo_ev="-10.12 / -10.12"
C -0.688 0.010 0.687
C -1.856 0.611 -0.011
O 0.529 -0.097 -1.775
O -1.946 1.658 -0.514
S -0.027 -1.408 -0.031
Cl -3.194 -0.553 -0.328
H 0.230 0.812 0.660
H -0.863 -0.238 1.728
H 1.190 0.503 -1.504

(2)
9
Properties=species:S:1:pos:R:3 method="wB97M-V/def2-TZVPD" homo_lumo_gap_ha=0.36012 total_charge=0 lumo_ev=0.26 smiles="COC(=O)SCl" e_homo_ev=-9.54
C -1.260 0.787 0.548
O 0.211 0.742 0.331
C 0.627 -0.344 -0.240
O -0.049 -1.195 -0.761
S 2.436 -0.371 -0.304
Cl 2.625 -2.137 -1.182
H -1.524 0.153 1.375
H -1.645 0.416 -0.477
H -1.420 1.949 0.710

Verdict on stability: (2) comes out on top.

(1)
6
Properties=species:S:1:pos:R:3 method="wB97M-V/def2-TZVPD" homo_lumo_gap_ha=0.36084 total_charge=0 lumo_ev=0.19 e_homo_ev=-9.63
C -2.174 0.636 -0.681
N 1.412 0.147 0.206
S -3.299 0.241 0.268
Cl 0.134 -1.036 0.135
H 1.783 0.240 -0.734
H 2.143 -0.228 0.805

(2)
6
Properties=species:S:1:pos:R:3 method="wB97M-V/def2-TZVPD" homo_lumo_gap_ha=0.37961 total_charge=0 lumo_ev=0.49 smiles=N#CCl.S e_homo_ev=-9.84
N -2.524 1.261 -0.172
C -2.569 0.133 0.055
Cl -2.603 -1.445 0.229
S 1.956 -0.169 0.000
H 2.957 -0.298 -0.887
H 2.782 0.518 0.775

Verdict on stability: (2) comes out on top.

(1)
9
Properties=species:S:1:pos:R:3 method="wB97M-V/def2-TZVPD" homo_lumo_gap_ha=0.26883 total_charge=-1 lumo_ev=3.42 smiles=NSc1nnn[n-]1 e_homo_ev=-3.90
N -1.945 0.114 -0.560
S -0.679 -0.967 -1.175
C 0.650 -0.288 -0.259
N 1.933 -0.194 -0.595
N 2.468 0.458 0.433
N 1.563 0.729 1.320
N 0.391 0.250 0.930
H -1.614 0.380 0.369
H -2.767 -0.482 -0.463

(2)
9
Properties=species:S:1:pos:R:3 method="wB97M-V/def2-TZVPD" homo_lumo_gap_ha=0.24186 total_charge=-1 lumo_ev=3.88 smiles=Nn1nnc([S-])n1 e_homo_ev=-2.70
N 1.687 -0.008 0.706
N 0.353 -0.213 0.084
N -0.088 -1.240 -0.586
N -1.215 -0.889 -1.097
C -1.460 0.464 -0.655
S -2.642 1.635 -0.765
N -0.377 0.834 0.074
H 2.133 -0.875 0.523
H 1.608 0.292 1.715

Verdict on stability: (1) comes out on top.

(1)
15
Properties=species:S:1:pos:R:3 method="wB97M-V/def2-TZVPD" homo_lumo_gap_ha=0.37159 total_charge=0 lumo_ev=0.76 e_homo_ev=-9.35
H -0.333 1.243 1.681
N -0.755 0.428 1.234
C -0.080 0.049 0.216
N 1.028 0.609 -0.356
C 1.798 1.631 0.311
C -0.514 -1.233 -0.484
C -1.980 -1.565 -0.515
O 0.335 -1.949 -0.977
H 1.512 0.003 -1.005
H 2.564 1.999 -0.375
H 2.289 1.261 1.221
H 1.159 2.477 0.589
H -2.583 -0.669 -0.688
H -2.149 -2.306 -1.301
H -2.291 -1.977 0.451

(2)
15
Properties=species:S:1:pos:R:3 method="wB97M-V/def2-TZVPD" homo_lumo_gap_ha=0.35588 total_charge=0 lumo_ev=0.62 e_homo_ev=-9.07
N -0.485 1.028 0.006
C -0.562 0.762 1.324
O -0.944 1.465 2.255
C -0.089 -0.660 1.557
N 0.526 -1.157 0.349
C 1.477 -0.547 -0.597
C 0.017 -0.659 -0.791
H -0.751 2.011 -0.165
H -1.052 0.973 -2.194
H 0.592 -0.723 2.396
H -0.974 -1.277 1.743
H 1.732 0.505 -0.631
H 2.265 -1.243 -0.878
H -1.104 0.721 -2.890
H -0.647 -1.198 -1.483

(3)
15
Properties=species:S:1:pos:R:3 method="wB97M-V/def2-TZVPD" homo_lumo_gap_ha=0.39132 total_charge=0 lumo_ev=0.89 smiles="CCC=O.N=C=N" e_homo_ev=-9.76
C 2.160 0.113 0.107
C 0.905 0.971 0.181
C -0.097 0.640 -0.881
O -0.016 -0.237 -1.695
H 2.769 0.240 0.999
H 1.884 -0.932 0.012
H 2.753 0.387 -0.763
H 0.388 0.824 1.134
H 1.141 2.034 0.109
H -0.982 1.307 -0.862
N -3.141 -0.984 -0.402
C -2.207 -1.021 0.355
N -1.413 -0.804 1.240
H -3.130 -1.065 -1.398
H -1.015 -1.472 1.865

Verdict on stability: (1) comes out on top.

(1)
20
Properties=species:S:1:pos:R:3 method="wB97M-V/def2-TZVPD" homo_lumo_gap_ha=0.32022 total_charge=0 lumo_ev=0.40 smiles="C=C(N)CC.O.O" e_homo_ev=-8.32
C 0.760 1.873 1.424
C 1.106 0.603 1.092
N 0.263 -0.051 0.154
C 1.829 -0.236 2.143
C 0.817 -1.072 2.919
H 1.466 2.460 1.996
H -0.273 2.196 1.460
H 0.764 -0.387 -0.656
H -0.310 0.662 -0.283
H 2.584 -0.841 1.644
H 2.357 0.501 2.744
H 0.303 -0.478 3.663
H 1.387 -1.835 3.457
H 0.242 -1.640 2.193
O -2.867 -0.897 -1.273
H -2.509 -0.652 -0.416
H -2.799 -0.141 -1.867
O -1.651 -0.150 -7.130
H -0.984 -0.128 -6.435
H -2.485 0.212 -6.829

(2)
20
Properties=species:S:1:pos:R:3 method="wB97M-V/def2-TZVPD" homo_lumo_gap_ha=0.36775 total_charge=0 lumo_ev=0.95 smiles=NCCCCO.O e_homo_ev=-9.06
N -1.040 -0.871 0.694
C -0.077 -0.229 -0.206
C -0.072 1.277 -0.053
C 0.612 1.728 1.259
C 2.110 1.602 1.246
O 2.696 2.706 0.496
H -1.889 -0.359 0.795
H -1.227 -1.777 0.309
H -0.242 -0.438 -1.280
H 0.877 -0.752 -0.067
H 0.433 1.749 -0.897
H -1.086 1.678 -0.027
H 0.290 2.751 1.458
H 0.225 1.144 2.099
H 2.588 1.605 2.229
H 2.546 0.756 0.718
H 2.688 3.504 1.017
O -3.461 -5.153 -2.764
H -2.881 -5.564 -3.374
H -4.292 -5.008 -3.200

(3)
20
Properties=species:S:1:pos:R:3 method="wB97M-V/def2-TZVPD" homo_lumo_gap_ha=0.35567 total_charge=0 lumo_ev=0.67 smiles="C=CCNC.O.O" e_homo_ev=-9.01
C -0.503 -1.412 1.952
C -0.689 -2.013 0.771
C -0.779 -1.139 -0.477
N 0.417 -0.397 -0.894
C 0.224 0.211 -2.198
H -0.397 -1.875 2.928
H -0.241 -0.363 2.007
H -1.211 -2.960 0.788
H -1.045 -1.833 -1.286
H -1.635 -0.466 -0.406
H 1.112 -1.103 -1.133
H -0.487 1.023 -2.334
H 1.170 0.606 -2.591
H -0.003 -0.523 -2.997
O -0.728 2.870 0.164
H -0.839 3.766 0.516
H 0.159 2.606 0.442
O 1.417 1.043 1.631
H 1.916 0.510 1.006
H 2.141 1.450 2.113

Verdict on stability: (2) comes out on top.

(1)
20
Properties=species:S:1:pos:R:3 method="wB97M-V/def2-TZVPD" homo_lumo_gap_ha=0.34725 total_charge=0 lumo_ev=0.72 smiles=C1CCNC1.O.O e_homo_ev=-8.73
C -0.815 1.149 0.208
C -0.396 0.061 1.180
C -1.186 -1.166 0.692
N -1.403 -0.912 -0.744
C -1.029 0.436 -1.118
H -0.083 1.952 0.101
H -1.727 1.639 0.540
H 0.661 -0.149 1.104
H -0.653 0.289 2.207
H -0.635 -2.093 0.844
H -2.148 -1.227 1.204
H -1.177 -1.701 -1.322
H -0.117 0.483 -1.731
H -1.813 0.914 -1.702
O 1.927 -1.177 -1.121
H 0.971 -1.065 -1.018
H 2.113 -2.021 -0.696
O 2.798 1.359 0.660
H 2.295 0.995 -0.080
H 2.415 2.235 0.794

(2)
20
Properties=species:S:1:pos:R:3 method="wB97M-V/def2-TZVPD" homo_lumo_gap_ha=0.38282 total_charge=0 lumo_ev=0.56 smiles=C[C@H](O)[C@@H](C)N.O e_homo_ev=-9.86
C -1.669 1.584 1.517
C -0.975 0.246 1.247
O 0.407 0.375 1.590
C -1.074 -0.103 -0.265
C -0.473 0.946 -1.183
N -0.368 -1.436 -0.372
H -2.727 1.612 1.302
H -1.124 2.340 0.937
H -1.391 1.942 2.513
H -1.443 -0.495 1.904
H 0.786 -0.326 1.040
H -2.148 -0.278 -0.421
H -0.007 0.481 -2.053
H 0.310 1.475 -0.640
H -1.198 1.663 -1.563
H -1.160 -2.074 -0.290
H -0.040 -1.669 -1.310
O 4.980 -2.354 -1.067
H 5.082 -2.163 -2.009
H 4.232 -1.766 -0.878

Verdict on stability: (1) comes out on top.